(one)
C44H42BN2O9 | ωB97M-V/def2-TZVPD

Properties
Total charge: -1
E_LUMO (eV): 0.43
Kohn-Sham gap (eV): 6.2

Last column: Mulliken charge in e.
Element x y z (Å)
C -2.84216 0.51168 -2.83579  -1.733
C -3.45855 1.57687 -1.91059  1.406
C -4.92089 1.84588 -2.35757  -1.683
C -3.29396 1.30286 -0.38387  -1.528
C -2.96829 -0.11155 0.03173  0.198
O -2.36321 -0.06917 1.32803  -0.543
B -2.75722 -1.16413 2.15965  0.484
C -2.78116 -0.94675 3.76322  -0.547
C -3.92755 -0.04201 4.21621  -0.494
O -5.10288 -0.81062 4.49275  -0.605
O -2.01695 -2.53293 1.94108  -0.683
C -0.81711 -2.43572 1.42342  0.480
O 0.13018 -1.80669 1.89766  -0.737
C -0.60281 -3.22828 0.14620  0.417
C -1.47414 -4.23313 -0.17883  -0.209
C -1.36408 -4.96601 -1.32396  -0.707
C -0.33243 -4.67793 -2.18448  -0.418
C 0.55411 -3.70283 -1.84763  -0.789
C 0.44320 -2.97446 -0.70028  -0.257
O -4.14608 -1.44104 1.65592  -0.616
C -4.17913 -1.09790 0.31477  1.043
N -4.11103 -2.27722 -0.58349  -0.524
C -5.60574 -0.52988 0.08786  -0.800
N -6.65085 -1.56164 0.22675  -0.791
H -3.11789 -0.51044 -2.58671  0.344
H -3.22410 0.69260 -3.84525  0.550
H -1.76364 0.66344 -2.90667  0.313
H -2.91462 2.50082 -2.11390  0.128
H -4.95584 2.74550 -2.97299  0.342
H -5.63083 1.88851 -1.53458  0.419
H -5.26305 1.04287 -3.01667  0.384
H -4.19804 1.65779 0.11094  0.383
H -2.49792 1.95179 -0.01323  0.203
H -2.20083 -0.63637 -0.54732  0.513
H -2.92559 -1.91845 4.24090  0.186
H -1.81670 -0.55696 4.11011  0.261
H -4.11786 0.73650 3.47217  0.119
H -3.64232 0.44243 5.15867  0.361
H -5.77618 -0.56688 3.85458  0.339
H -2.28816 -4.43277 0.50449  0.547
H -2.09735 -5.72852 -1.54168  0.410
H -0.24324 -5.22666 -3.11193  0.397
H 1.37873 -3.49002 -2.51833  0.403
H 1.16730 -2.20776 -0.46025  0.474
H -3.25019 -2.28450 -1.11425  0.171
H -4.13793 -3.07732 0.03538  0.424
H -5.66492 -0.19697 -0.94940  0.039
H -5.85779 0.29202 0.76109  0.247
H -6.31853 -2.30076 0.83775  0.361
H -6.73656 -2.00390 -0.67974  0.339
C 8.77171 -4.08687 -0.02570  -0.466
C 9.22415 -5.01110 0.91088  -0.454
C 8.36616 -5.48583 1.88797  -0.541
C 7.05421 -5.03084 1.94104  0.169
C 6.60741 -4.08723 1.01575  0.108
C 7.46738 -3.62585 0.02698  -0.538
C 5.21651 -3.55004 1.08294  0.580
O 4.83410 -2.73309 0.27131  -0.668
C 4.32429 -4.03522 2.16870  0.262
C 3.04378 -3.50873 2.28470  -0.618
C 2.19772 -3.96140 3.28243  -0.432
C 2.62342 -4.94891 4.16476  -0.710
C 3.90120 -5.47474 4.05914  -0.531
C 4.75976 -5.01574 3.06847  0.155
C 6.13738 -5.56542 2.98866  0.627
O 6.51777 -6.42660 3.75775  -0.683
H 9.44128 -3.72296 -0.79460  0.394
H 10.24774 -5.36179 0.87547  0.388
H 8.71359 -6.20823 2.61402  0.462
H 7.11447 -2.90366 -0.69664  0.475
H 2.70402 -2.74303 1.60024  0.537
H 1.20329 -3.54258 3.36794  0.589
H 1.95634 -5.30544 4.93897  0.419
H 4.23452 -6.23933 4.74766  0.465
C 1.39580 4.19417 0.36506  -0.671
C 2.47923 5.04488 0.56306  -0.432
C 2.59296 6.21202 -0.17428  -0.681
C 1.62884 6.52996 -1.12279  0.548
C 0.55344 5.66417 -1.33699  0.099
C 0.43553 4.50266 -0.58323  -0.719
C -0.46667 5.95892 -2.37900  0.453
O -1.39993 5.20658 -2.55767  -0.666
C -0.30706 7.19281 -3.19902  0.104
C -1.21734 7.45834 -4.21398  -0.492
C -1.08833 8.60754 -4.97504  -0.491
C -0.05329 9.50188 -4.71963  -0.436
C 0.85952 9.23912 -3.71248  -0.580
C 0.74208 8.08059 -2.95469  0.163
C 1.75266 7.79507 -1.89599  0.533
O 2.65654 8.57627 -1.67631  -0.681
H 1.30390 3.28706 0.94816  0.535
H 3.23485 4.79568 1.29660  0.396
H 3.43202 6.87594 -0.01692  0.460
H -0.40448 3.83973 -0.74175  0.827
H -2.02311 6.76357 -4.40867  0.472
H -1.79578 8.81039 -5.76870  0.396
H 0.04189 10.40328 -5.31135  0.393
H 1.66730 9.93062 -3.51518  0.461


(two)
C44H42BN2O9 | ωB97M-V/def2-TZVPD

Properties
Total charge: -1
E_LUMO (eV): 0.50
Kohn-Sham gap (eV): 6.4

Last column: Mulliken charge in e.
Element x y z (Å)
C -0.32337 -3.61842 -2.19945  -1.749
C 1.18206 -3.74949 -1.94706  1.445
C 1.77571 -4.84025 -2.86627  -1.680
C 1.96312 -2.40510 -1.96800  -1.579
C 1.31664 -1.20587 -2.61437  -0.010
O 1.93878 -0.05558 -2.04261  -0.448
B 2.05266 0.98735 -3.01174  0.369
C 3.28706 2.01016 -2.84637  -0.539
C 4.61870 1.37816 -3.21507  -0.507
O 4.88934 1.54020 -4.61168  -0.619
O 0.73842 1.86136 -3.16377  -0.694
C -0.05849 1.89952 -2.14449  0.596
O 0.25032 2.18159 -1.00897  -0.700
C -1.49932 1.60654 -2.44884  0.461
C -1.97828 1.68867 -3.75948  -0.162
C -3.30900 1.40745 -4.06735  -0.742
C -4.18147 1.02977 -3.04465  -0.394
C -3.71240 0.96710 -1.73142  -0.858
C -2.38155 1.25899 -1.42589  -0.309
O 2.16733 0.22485 -4.30311  -0.645
C 1.49877 -0.97844 -4.15858  1.332
N 0.17366 -0.94317 -4.82155  -0.573
C 2.33215 -2.04250 -4.89471  -0.729
N 2.40507 -1.81235 -6.34545  -0.799
H -0.56085 -3.03137 -3.07991  0.358
H -0.72810 -4.61549 -2.37175  0.539
H -0.83227 -3.24252 -1.31499  0.317
H 1.27966 -4.13269 -0.93427  0.101
H 1.88980 -5.76962 -2.31528  0.345
H 2.71461 -4.55078 -3.32407  0.404
H 1.08953 -5.06738 -3.68136  0.394
H 2.93964 -2.58684 -2.40645  0.356
H 2.16305 -2.11867 -0.93833  0.193
H 0.25977 -1.08409 -2.37110  0.444
H 3.13081 2.85632 -3.51350  0.200
H 3.31942 2.40504 -1.82862  0.271
H 4.61552 0.32256 -2.94196  0.101
H 5.43570 1.86389 -2.67714  0.381
H 4.82802 0.67936 -5.02805  0.343
H -1.28692 1.97110 -4.53696  0.498
H -3.63962 1.46670 -5.09133  0.417
H -5.20679 0.78788 -3.27676  0.396
H -4.38791 0.68814 -0.93587  0.429
H -2.02996 1.21461 -0.40742  0.464
H -0.57123 -0.94100 -4.13889  0.227
H 0.14057 -0.06870 -5.32669  0.388
H 1.84713 -3.00364 -4.75259  0.038
H 3.35119 -2.08950 -4.51644  0.243
H 2.29801 -0.82022 -6.52672  0.366
H 1.58674 -2.24043 -6.75551  0.341
C -5.96986 5.40060 4.74788  -0.479
C -6.00416 6.78816 4.65275  -0.457
C -5.20159 7.44087 3.73332  -0.550
C -4.35357 6.71042 2.90986  0.167
C -4.30650 5.32056 3.01760  0.083
C -5.12324 4.66901 3.93310  -0.522
C -3.37594 4.51398 2.17102  0.568
O -3.35017 3.30524 2.26818  -0.672
C -2.49028 5.23980 1.22154  0.235
C -1.58088 4.51907 0.45776  -0.480
C -0.75988 5.17688 -0.44184  -0.462
C -0.84757 6.55691 -0.58782  -0.763
C -1.74767 7.28369 0.17482  -0.547
C -2.56800 6.63172 1.08641  0.182
C -3.50857 7.43191 1.91283  0.621
O -3.59425 8.63802 1.79166  -0.684
H -6.60335 4.89101 5.46227  0.390
H -6.65997 7.35930 5.29702  0.392
H -5.22521 8.51839 3.64800  0.467
H -5.08644 3.59068 4.00222  0.478
H -1.51026 3.44511 0.56274  0.510
H -0.05479 4.60301 -1.02905  0.617
H -0.20890 7.06574 -1.29784  0.424
H -1.81849 8.35738 0.06925  0.468
C 1.67116 -1.14346 3.18006  -0.669
C 1.71912 -0.87221 4.54386  -0.532
C 1.80192 -1.90806 5.45955  -0.646
C 1.82796 -3.22450 5.01634  0.531
C 1.76161 -3.49704 3.64771  0.069
C 1.69158 -2.45336 2.73286  -0.723
C 1.74886 -4.89800 3.14394  0.469
O 1.69701 -5.12569 1.95518  -0.663
C 1.79360 -6.00404 4.14325  0.062
C 1.73327 -7.31904 3.70066  -0.469
C 1.78550 -8.35784 4.61389  -0.491
C 1.90517 -8.08744 5.97336  -0.450
C 1.96175 -6.77831 6.41958  -0.584
C 1.89928 -5.73171 5.50816  0.151
C 1.93380 -4.32657 6.01140  0.562
O 2.04204 -4.09572 7.19854  -0.681
H 1.61412 -0.33288 2.46557  0.643
H 1.69316 0.15209 4.89119  0.401
H 1.84510 -1.70301 6.52014  0.470
H 1.65056 -2.67207 1.67454  0.814
H 1.64418 -7.51950 2.64191  0.472
H 1.73442 -9.38188 4.26798  0.394
H 1.95160 -8.90136 6.68503  0.396
H 2.05134 -6.55906 7.47442  0.467


Which one is most stable, and which one is least stable? (two) is the most stable of them, while (one) is the least stable.


(one)
C5H11PS | ωB97M-V/def2-TZVPD

Properties
E_LUMO (alpha / beta) (eV): -2.14 / -2.14
Kohn-Sham gap (alpha / beta) (eV): 5.9 / 5.9

Last column: Mulliken charge in e.
Element x y z (Å)
C -1.86393 1.35137 0.05508  -0.502
C -0.71890 0.31580 -0.05736  -0.158
C 1.91316 0.34127 -0.64357  -1.218
C -0.98846 -2.40486 0.72773  -0.971
C 0.52874 1.09342 -0.80532  -0.609
P -1.08665 -1.34197 -0.85469  0.223
S -3.47700 0.48881 0.05946  -0.307
H -1.87324 2.04780 0.97112  0.341
H -1.92355 1.91400 -0.94274  0.252
H -0.45402 -0.07539 0.91820  0.220
H 1.91565 -0.44766 -1.33962  0.375
H 2.34464 -0.04645 0.34285  0.287
H 2.72121 1.03128 -0.86674  0.355
H -1.10326 -3.44750 0.36858  0.347
H -2.00310 -2.30091 1.16355  0.297
H -0.06560 -2.31685 1.29002  0.343
H 0.26665 1.22402 -1.86199  0.383
H 0.51462 2.18507 -0.36906  0.341


(two)
C5H11PS | ωB97M-V/def2-TZVPD

Properties
E_LUMO (alpha / beta) (eV): -0.77 / -0.85
Kohn-Sham gap (alpha / beta) (eV): 7.2 / 7.0

Last column: Mulliken charge in e.
Element x y z (Å)
C -0.17411 1.53077 -0.98845  -0.731
C 0.28762 1.40565 0.49588  -0.555
C -1.07994 0.23540 -1.17584  -0.706
C 0.58104 0.00812 0.77347  -0.425
C -1.05750 -2.25641 0.43514  -1.225
P 0.01292 -1.12801 -0.57849  0.174
S 3.13152 -0.17722 -0.11181  -0.354
H -0.55439 2.46618 -1.14149  0.444
H 0.80355 1.52718 -1.49552  0.300
H 0.97188 2.19424 0.63014  0.307
H -0.65220 1.77654 0.98472  0.321
H -1.98989 0.25519 -0.49741  0.284
H -1.30684 0.02392 -2.18167  0.434
H 0.92872 -0.01078 1.80333  0.479
H -0.44202 -2.74743 1.09301  0.372
H -1.48617 -2.93624 -0.17670  0.416
H -1.76399 -1.69957 1.00790  0.376
H 3.78979 -0.46754 1.12380  0.089


Which one is most stable, and which one is least stable? (two) is the most stable of them, while (one) is the least stable.


(one)
H16NO11 | ωB97M-V/def2-TZVPD

Properties
Total charge: -1
E_LUMO (eV): 2.40
Kohn-Sham gap (eV): 9.5

Last column: Mulliken charge in e.
Element x y z (Å)
N -0.43411 0.92982 -1.26339  0.820
O 0.55708 0.26051 -1.70043  -0.593
O -0.12118 1.78381 -0.37627  -0.584
O -1.49684 0.25600 -1.07073  -0.668
O -0.90713 2.85262 3.28345  -0.626
H -1.84239 3.06477 3.48267  0.285
H -0.85026 2.57139 2.38054  0.358
O -0.70476 -2.26398 0.18935  -0.584
H -1.46331 -2.70763 -0.19119  0.250
H -0.92367 -1.35528 -0.08795  0.277
O 3.57924 0.52460 -2.51349  -0.658
H 3.90318 -0.22698 -2.05110  0.318
H 2.74335 0.84133 -2.12342  0.313
O 1.59438 1.67534 1.90645  -0.625
H 0.96172 1.24325 2.47060  0.279
H 1.25705 1.53203 1.04934  0.348
O -1.54910 0.69905 1.70834  -0.672
H -1.40369 0.59407 0.73950  0.355
H -1.00249 0.07261 2.21910  0.294
O -3.86337 -1.59083 -0.09804  -0.645
H -3.22419 -0.90548 -0.37534  0.352
H -3.78524 -2.19666 -0.89733  0.306
O 0.94543 -2.35301 -2.24360  -0.617
H 0.37564 -2.95850 -2.68128  0.252
H 0.53763 -1.46839 -2.15116  0.422
O 2.29783 -0.54345 0.34462  -0.560
H 3.09406 0.01123 0.37864  0.295
H 1.72514 -0.34224 -0.32788  0.311


(two)
H16NO11 | ωB97M-V/def2-TZVPD

Properties
Total charge: -1
E_LUMO (eV): 2.59
Kohn-Sham gap (eV): 9.7

Last column: Mulliken charge in e.
Element x y z (Å)
N -0.37414 0.18261 -0.18282  0.844
O 0.23286 1.22361 -0.00082  -0.652
O -1.06914 -0.26339 0.83718  -0.776
O 0.12186 -0.72239 -0.91582  -0.411
O 0.94686 0.67261 2.91518  -0.650
H 0.88786 1.13261 2.05718  0.347
H -0.05214 0.64161 3.11418  0.313
O 1.95386 -2.73239 -0.26582  -0.691
H 1.24186 -1.98539 -0.47582  0.282
H 1.63686 -2.69239 0.69618  0.330
O -1.35614 -2.96439 -2.19982  -0.643
H -0.85114 -2.25939 -1.80182  0.349
H -1.62314 -3.23839 -1.35882  0.311
O -0.45814 -2.65539 1.94218  -0.614
H -0.64514 -1.67939 1.70618  0.461
H -0.76014 -2.96539 2.76218  0.229
O -1.37714 3.59761 0.56918  -0.522
H -0.95614 4.36661 0.52618  0.246
H -0.72514 3.11261 0.09918  0.292
O 1.63686 0.39061 -3.05882  -0.593
H 0.96986 0.42961 -2.37682  0.289
H 1.07986 0.74161 -3.67882  0.273
O 3.15186 0.84061 0.58418  -0.622
H 3.32586 1.83161 0.67218  0.297
H 2.42586 0.77861 -0.02782  0.330
O -3.45814 1.31461 -0.81482  -0.640
H -2.92114 1.90461 -1.39282  0.290
H -2.98514 0.99661 0.07018  0.331


(three)
H16NO11 | ωB97M-V/def2-TZVPD

Properties
Total charge: -1
E_LUMO (eV): 2.71
Kohn-Sham gap (eV): 9.5

Last column: Mulliken charge in e.
Element x y z (Å)
N 0.05539 0.01207 -1.23475  0.942
O 1.24639 0.01407 -1.37975  -0.765
O -0.47961 -0.72293 -0.36075  -0.658
O -0.49661 1.11507 -1.45975  -0.761
O 3.30139 -1.06893 -0.31475  -0.700
H 2.58039 -0.99593 -0.88975  0.456
H 3.11839 -1.81893 0.27725  0.293
O -1.16461 -2.29993 2.87725  -0.631
H -0.87661 -2.34993 2.00025  0.286
H -2.09761 -2.07293 2.73925  0.341
O 1.23339 2.93507 -0.52475  -0.707
H 1.75339 2.32007 -0.06975  0.438
H 0.77639 2.23607 -1.05975  0.400
O -0.45761 -3.23793 0.43225  -0.770
H 0.48839 -3.34693 0.69825  0.297
H -0.47961 -2.38093 -0.02375  0.491
O -0.07461 0.66307 2.06425  -0.737
H -0.47361 0.15707 1.38125  0.280
H 0.35639 -0.00593 2.59425  0.342
O 2.54539 1.11507 0.96225  -0.782
H 1.75539 0.90907 1.44525  0.407
H 2.61539 0.47807 0.25825  0.390
O -3.26061 -0.26193 -1.17675  -0.675
H -3.62661 0.34507 -0.52975  0.289
H -2.31661 -0.38593 -0.97375  0.372
O -1.86161 3.19807 -2.76275  -0.651
H -1.38161 2.47807 -2.32075  0.520
H -2.77861 2.97307 -2.64875  0.292


Which one is most stable, and which one is least stable? (three) is the most stable of them, while (two) is the least stable.